Entry 1:
Computed, not measured: a structure of composition C11H32BaN4O5, with wB97M-V/def2-TZVPD.

Computed properties:
orbital gap (alpha / beta): 5.12 / 2.47 eV

Geometry as XYZ:
```
53
C11H32BaN4O5 (wB97M-V/def2-TZVPD)
O 2.80119 1.41698 -2.11122
H 3.70212 1.60928 -2.40688
Ba 0.06868 0.72938 -0.03624
N -2.02441 -0.37112 -1.35812
N 0.26670 -0.28251 -2.59899
O -3.37697 -0.09524 -0.85239
O 1.51920 -0.53034 -3.17415
C -2.02085 -0.86293 -2.60034
C -0.72336 -0.92018 -3.23219
C -3.24104 -1.36856 -3.27825
C -0.50954 -1.64357 -4.51367
H -4.13327 -0.92153 -2.82655
H -3.31888 -2.46364 -3.18336
H -3.21422 -1.13412 -4.35054
H 0.54363 -1.91296 -4.61740
H -0.77040 -0.99194 -5.35841
H -1.13711 -2.54099 -4.55944
H -3.35048 -0.32546 0.10363
H 2.08605 0.23258 -2.83444
O -0.12559 -2.01995 0.18683
H -0.94034 -2.18682 -0.33456
H 0.47840 -2.75565 -0.05255
C 2.08547 2.62488 -1.76088
H 2.13940 2.74741 -0.65625
H 1.04062 2.48756 -2.09433
H 2.47668 3.54613 -2.24519
O -2.19294 2.28522 -0.21811
H -2.97028 1.76809 -0.55202
H -2.46973 3.22374 -0.17102
C 2.82126 1.27928 2.01736
N 2.14080 -0.01019 1.73885
C 3.11855 -0.99119 1.23108
C 1.48561 -0.54443 2.95680
C 0.31538 0.31986 3.43991
N -0.89344 0.16733 2.60299
C -1.52668 -1.14352 2.85012
C -1.85805 1.22115 2.96226
H 3.48929 1.21618 2.90596
H 2.07408 2.07208 2.20356
H 3.40520 1.55382 1.12326
H 3.96482 -1.14350 1.92623
H 2.62114 -1.95703 1.06121
H 3.51731 -0.62191 0.27621
H 1.16109 -1.57661 2.75317
H 2.22464 -0.62441 3.78134
H 0.09774 0.02010 4.48703
H 0.58728 1.38593 3.45524
H -1.72410 -1.28407 3.92794
H -2.48661 -1.19467 2.31783
H -0.89590 -1.96384 2.49537
H -2.11889 1.15662 4.03451
H -1.42806 2.21406 2.76385
H -2.78121 1.10523 2.37491
```

***

Entry 2:
Computed, not measured: a cluster of 2 separate species, C11H33BN2OP in total, with wB97M-V/def2-TZVPD.

Computed properties:
energy relative to the best compared isomer or geometry (same formula, charge and spin): 7.3 kcal/mol
charge: -1
orbital gap: 5.73 eV

Geometry as XYZ:
```
49
C11H33BN2OP (wB97M-V/def2-TZVPD)
C 0.62662 2.90090 -0.24827
N 1.39949 2.09942 -1.18908
C 2.48154 2.92146 -1.77518
B 1.89918 0.84735 -0.62555
O 2.94678 0.24674 -1.38107
P 1.20067 -0.12489 0.94655
C 2.99070 -0.42475 1.64922
C 3.81755 0.85458 1.78809
C 4.49907 0.97082 3.14386
N 5.33328 2.17907 3.30666
H -0.14114 2.28221 0.19897
H 0.13147 3.72951 -0.75402
H 1.22600 3.31870 0.56163
H 2.07319 3.89517 -2.01871
H 3.31006 3.05240 -1.07825
H 2.87282 2.46485 -2.67405
H 3.77319 0.46062 -0.91829
H 1.28884 -1.38176 0.13566
H 0.62056 -0.94341 2.04774
H 1.14107 1.09148 1.81034
H -0.18610 0.11934 0.44448
H 3.53334 -1.18487 1.09764
H 2.83086 -0.83319 2.64706
H 4.61262 0.84883 1.04033
H 3.17624 1.73323 1.69203
H 5.08708 0.07967 3.33126
H 3.71837 1.02315 3.89379
H 4.71586 2.97728 3.19203
H 5.97215 2.23579 2.51898
C -5.47474 -3.65545 -0.77579
C -5.18944 -2.49820 -1.72862
C -3.73020 -2.42548 -2.17615
C -2.72013 -2.19859 -1.04848
C -2.94923 -0.93704 -0.21951
C -2.84149 0.34801 -1.03267
H -4.89447 -3.56966 0.14321
H -6.53006 -3.67956 -0.49636
H -5.22817 -4.61183 -1.24261
H -5.48422 -1.55660 -1.25844
H -5.82177 -2.60592 -2.61550
H -3.62815 -1.63196 -2.92144
H -3.47239 -3.35716 -2.69204
H -1.71732 -2.15297 -1.48145
H -2.71435 -3.06525 -0.38119
H -2.19995 -0.90912 0.57403
H -3.92534 -0.97844 0.27741
H -1.85375 0.43041 -1.48912
H -2.98225 1.22105 -0.39381
H -3.59393 0.39405 -1.82532
```

***

Entry 3:
Computed, not measured: a structure of composition C11H33CoN2O3P3, with wB97M-V/def2-TZVPD.

Computed properties:
charge: +3
orbital gap (alpha / beta): 8.66 / 8.65 eV

Geometry as XYZ:
```
53
C11H33CoN2O3P3 (wB97M-V/def2-TZVPD)
Co 0.66110 -0.02016 -0.18061
C 1.64566 -2.15389 2.27524
P 0.25233 -1.14203 1.73376
C -1.17406 -2.23423 1.81608
C -0.04463 0.09905 3.02371
C -0.90026 1.19499 2.39771
P -0.04459 1.75529 0.91370
C 1.41824 2.65989 1.44989
C -1.11659 2.91551 0.06673
H 1.39304 -2.56298 3.25674
H 2.56199 -1.57460 2.38527
H 1.81572 -2.99477 1.60015
H -1.25175 -2.61761 2.83587
H -1.04955 -3.08378 1.14202
H -2.08213 -1.70307 1.55578
H 0.91113 0.47958 3.39137
H -0.53947 -0.37317 3.87475
H -1.07538 2.03795 3.07130
H -1.88163 0.81824 2.09548
H 1.08242 3.45722 2.11983
H 1.92726 3.12489 0.60574
H 2.11981 2.03128 1.99729
H -1.33775 3.72657 0.76696
H -2.05173 2.43525 -0.21303
H -0.64172 3.35238 -0.81280
N 1.16379 0.90125 -1.82549
C 2.61866 1.25319 -1.82192
C 3.34377 0.05073 -1.28997
N 2.69066 -0.28762 0.01953
H 0.99211 0.28729 -2.62597
H 0.59743 1.71887 -2.04022
H 2.76214 2.10841 -1.16165
H 2.95390 1.54411 -2.81658
H 4.40950 0.23570 -1.16547
H 3.23444 -0.80802 -1.95454
H 3.06113 0.33933 0.73396
H 2.97104 -1.21314 0.33604
C -3.75806 -1.47951 -0.92244
O -2.56376 -0.72544 -0.45281
P -1.25085 -0.60885 -1.26949
O -1.52529 0.26644 -2.53732
C -2.56225 1.28336 -2.73404
O -0.88674 -1.97348 -1.92108
C 0.21455 -2.86869 -1.62247
H -4.54681 -1.23679 -0.22080
H -3.51721 -2.53737 -0.90358
H -4.01804 -1.15308 -1.92586
H -2.84266 1.22251 -3.77944
H -2.14192 2.25846 -2.51839
H -3.41611 1.07255 -2.09554
H -0.20391 -3.85399 -1.44399
H 0.74892 -2.53379 -0.72450
H 0.87410 -2.89023 -2.48489
```

***

Entry 4:
Computed, not measured: a cluster of 6 separate species, C11H33F3N6O8S in total, with wB97M-V/def2-TZVPD.

Computed properties:
energy relative to the best compared isomer or geometry (same formula, charge and spin): 4.6 kcal/mol
2S+1: 2
charge: +1
<S²>: 0.77
orbital gap (alpha / beta): 9.35 / 3.18 eV

Geometry as XYZ:
```
62
C11H33F3N6O8S (wB97M-V/def2-TZVPD)
O 1.03005 6.66123 -9.70715
H 0.54050 6.64664 -10.53282
H 1.55224 7.46636 -9.68074
H 0.36092 6.64565 -9.01895
C 1.49642 11.33620 -9.12288
F 2.13168 11.56862 -10.23270
F 1.37246 12.44469 -8.36806
F 0.39961 10.71801 -9.47746
S 2.47322 10.01770 -8.07584
O 2.17229 8.65768 -8.63703
O 3.85801 10.41405 -8.20515
O 2.08243 10.18398 -6.69375
C 0.15857 3.29357 -11.30792
O -0.26533 3.86840 -10.31365
N 0.57585 2.01535 -11.28672
N -0.08102 3.77581 -12.52408
H 0.62962 1.51934 -10.40855
H 0.67872 1.49708 -12.14749
H -0.33248 4.74829 -12.62966
H 0.18054 3.13972 -13.26373
C -1.57540 6.96106 -11.67220
O -0.36546 7.15065 -11.82519
N -2.49999 7.72768 -12.10764
N -2.02470 5.84117 -11.18642
H -3.48133 7.53888 -11.96124
H -2.20442 8.56340 -12.59169
H -1.34154 5.11045 -11.04701
H -3.02354 5.74502 -11.07173
C 4.20326 5.03475 -10.65632
C 5.01673 6.18354 -11.45488
C 4.35509 7.58349 -11.21120
O 3.02651 7.69366 -11.80895
C 2.76451 8.98707 -12.24178
N 6.33154 6.34335 -10.81002
H 4.51939 4.03372 -10.94976
H 3.14348 4.83124 -10.80979
H 4.45019 4.94048 -9.59885
H 4.97437 5.92212 -12.51222
H 4.98032 8.45162 -11.41981
H 4.25845 7.73111 -10.13557
H 1.85230 9.07512 -12.83188
H 3.51798 9.38326 -12.92253
H 2.68375 9.60231 -11.34564
H 7.04902 5.71078 -11.13433
H 6.21779 6.34027 -9.80645
C -1.95079 8.15364 -8.18430
C -1.38081 7.26862 -7.10310
C -2.36084 6.71903 -5.98555
O -3.28211 5.96884 -6.76121
C -4.39132 5.65472 -5.83392
N -0.82512 6.10056 -7.84261
H -1.33904 8.16277 -9.08640
H -1.89454 9.19093 -7.85422
H -3.01741 7.98139 -8.32833
H -0.56543 7.76273 -6.57478
H -2.70982 7.56321 -5.39085
H -1.77534 6.05121 -5.35363
H -4.53474 6.34317 -5.00111
H -4.28399 4.61521 -5.52410
H -5.31247 5.60856 -6.41484
H -1.67298 5.58187 -8.02199
H -0.28400 5.48723 -7.25006
```

***

Entry 5:
Computed, not measured: a cluster of 6 separate species, C11H33O6 in total, with wB97M-V/def2-TZVPD.

Computed properties:
energy relative to the best compared isomer or geometry (same formula, charge and spin): 47.0 kcal/mol
charge: -1
orbital gap: 3.65 eV

Geometry as XYZ:
```
50
C11H33O6 (wB97M-V/def2-TZVPD)
C -1.45085 4.64048 -1.46674
O -1.24973 5.75971 -0.66709
H -2.47084 4.45149 -1.80142
H -0.98956 4.56906 -2.45174
H -1.29084 3.80784 -0.78175
C 3.19204 -1.79687 4.95645
C 3.59166 -0.41008 4.46879
O 2.45895 0.17299 3.81269
H 2.87266 -2.46022 4.15267
H 2.30778 -1.74056 5.59129
H 4.00293 -2.30974 5.47368
H 4.36409 -0.46274 3.70154
H 3.90079 0.28545 5.24904
H 2.75465 0.96786 3.36287
C 1.74892 -2.26789 -2.90012
C 2.78074 -2.98755 -2.03872
O 3.62784 -3.61226 -2.86341
H 1.16518 -1.60397 -2.26252
H 1.01265 -2.98367 -3.26573
H 2.20670 -1.70635 -3.71451
H 2.16970 -3.64487 -1.42014
H 3.24709 -2.35214 -1.28581
H 4.33423 -4.05015 -2.38294
C -4.72371 -3.58418 3.37621
C -3.36156 -2.86125 3.36285
O -3.33366 -1.53005 3.09851
H -4.54187 -4.64586 3.54320
H -5.13418 -3.37729 2.38787
H -5.37717 -3.11736 4.11320
H -2.71156 -3.26674 2.58749
H -2.87159 -3.06057 4.31591
H -2.51294 -1.17574 3.44849
C -5.52515 -0.79365 -4.71159
C -5.91490 -1.26045 -3.32769
O -6.08150 -0.09443 -2.39365
H -5.44074 -1.58027 -5.46140
H -4.54053 -0.33694 -4.61140
H -6.24165 -0.07622 -5.11159
H -5.18548 -1.93740 -2.88295
H -6.83333 -1.84491 -3.38253
H -5.38969 -0.05228 -1.72940
C 4.76936 4.42376 -1.69191
C 4.84120 5.35467 -0.44404
O 3.94912 4.92024 0.48891
H 5.78651 4.43347 -2.08362
H 4.11492 4.79770 -2.47930
H 4.55803 3.40272 -1.37423
H 4.46733 6.33817 -0.72875
H 5.82492 5.34443 0.02531
H 3.12305 5.31464 0.19968
```

***

Number 1: electronic energy -28812.854 eV. Number 2: electronic energy -26933.824 eV. Number 3: electronic energy -86534.669 eV. Number 4: electronic energy -56241.149 eV. Number 5: electronic energy -24222.975 eV.